{
  "formula": "C11H35GaN9O17",
  "method": "ωB97M-V/def2-TZVPD",
  "max_force_ev_per_a": 0.58,
  "charge": -1,
  "homo_lumo_gap_ev": 4.3,
  "e_above_lowest_kcal_mol": 0.0,
  "e_lumo_ev": 1.00,
  "e_tot_ev": -112545.1208,
  "species": ["C", "O", "C", "Ga", "C", "N", "H", "H", "H", "H", "H", "H", "H", "H", "H", "H", "H", "C", "N", "O", "O", "H", "H", "H", "C", "N", "O", "O", "H", "H", "H", "C", "N", "O", "O", "H", "H", "H", "C", "N", "O", "O", "H", "H", "H", "C", "N", "O", "O", "H", "H", "H", "C", "N", "O", "O", "H", "H", "H", "C", "N", "O", "O", "H", "H", "H", "C", "N", "O", "O", "H", "H", "H"],
  "coordinates": [[1.870, 1.773, 3.942], [1.638, 3.070, 3.505], [0.345, 3.559, 3.951], [-1.242, 3.051, 2.738], [-2.645, 2.007, 3.816], [-3.889, 2.785, 4.122], [1.194, 1.050, 3.459], [1.732, 1.687, 5.035], [2.907, 1.511, 3.708], [0.437, 4.644, 4.047], [0.132, 3.173, 4.956], [-0.719, 2.185, 1.489], [-2.037, 4.391, 2.240], [-2.935, 1.091, 3.289], [-2.223, 1.677, 4.772], [-3.779, 3.228, 5.026], [-3.953, 3.546, 3.455], [1.435, 1.063, 8.029], [0.135, 1.653, 7.616], [-0.826, 0.912, 7.560], [0.147, 2.818, 7.286], [1.281, 0.016, 8.244], [2.109, 1.205, 7.190], [1.802, 1.604, 8.897], [0.102, -1.345, -0.468], [-0.017, -1.543, 1.004], [-0.469, -0.639, 1.657], [0.361, -2.622, 1.445], [-0.260, -0.355, -0.707], [1.151, -1.463, -0.716], [-0.490, -2.118, -0.949], [2.958, -3.334, -3.827], [1.565, -2.900, -3.536], [1.377, -1.747, -3.212], [0.699, -3.745, -3.650], [3.613, -2.482, -3.691], [3.197, -4.144, -3.146], [2.969, -3.693, -4.849], [-2.111, 1.564, -4.307], [-2.122, 1.484, -2.826], [-2.552, 2.426, -2.201], [-1.728, 0.440, -2.337], [-2.513, 2.525, -4.601], [-1.090, 1.440, -4.647], [-2.739, 0.751, -4.654], [-5.537, 1.071, -1.692], [-5.949, 1.167, -3.123], [-5.123, 1.541, -3.933], [-7.095, 0.871, -3.392], [-4.503, 1.382, -1.601], [-6.195, 1.724, -1.128], [-5.683, 0.039, -1.387], [1.703, 3.722, -7.163], [0.460, 3.181, -6.546], [-0.113, 2.277, -7.120], [0.110, 3.685, -5.502], [1.891, 3.179, -8.081], [1.535, 4.779, -7.343], [2.502, 3.589, -6.440], [2.410, -1.658, 4.975], [2.711, -2.316, 6.281], [2.779, -1.610, 7.269], [2.855, -3.519, 6.276], [2.302, -0.593, 5.141], [3.236, -1.883, 4.307], [1.491, -2.097, 4.598], [2.565, -7.395, -6.686], [3.026, -7.076, -5.307], [2.778, -7.866, -4.427], [3.623, -6.026, -5.160], [2.054, -8.349, -6.659], [1.905, -6.591, -6.996], [3.447, -7.424, -7.320]]
}